Model a:
A molecular structure, C7H8N2. Source: the OMol25 dataset; level of theory: the ωB97M-V functional and the def2-TZVPD basis.

ORCA input file:
```
! wB97M-V def2-TZVPD RIJCOSX def2/J DEFGRID3
* xyz 0 1
N -0.4864 -1.3608 -1.6453
N -0.0995 -0.0816 -1.3823
C -0.6869 -1.0493 2.0468
C -0.7833 -1.8753 -0.4242
C 0.9011 1.6085 0.7129
C -0.1447 0.0995 -0.0704
C 1.4579 2.6554 0.7896
C 0.4308 0.7500 -2.3808
C -0.5687 -0.9770 0.5928
H 0.0658 -0.3308 2.5282
H -0.3333 0.8245 -3.1187
H -1.1350 -2.8673 -0.1778
H -0.5162 -2.0957 2.3598
H -1.6391 -0.8206 2.4468
H 0.6456 1.6462 -1.8364
H 1.4373 0.3868 -2.7753
H 2.0278 3.5051 1.0577
*
```

HOMO: -9.33 eV



Model b:
2 unconnected molecules or ions with the total composition C7H8N2. Source: the OMol25 dataset; level of theory: the ωB97M-V functional and the def2-TZVPD basis.

ORCA input file:
```
! wB97M-V def2-TZVPD RIJCOSX def2/J DEFGRID3
* xyz 0 1
N 2.4059 -0.2571 -2.2141
N 0.0037 1.0373 -0.1676
C -1.0499 1.5767 1.7373
C -0.3522 -2.6865 -0.8793
C -1.1920 1.5430 0.3687
C 0.8532 0.6740 0.8846
C 0.2579 0.9409 2.0293
C 1.4015 0.2029 -1.8858
C 0.1820 0.6173 -1.4441
H 1.8984 0.4831 0.7129
H 0.7680 0.7841 2.9957
H -1.9444 1.7600 -0.3672
H -1.8457 1.7582 2.5314
H 0.7075 -3.1385 -1.0448
H -0.7017 0.5482 -2.0331
H -0.3972 -2.5040 0.1541
H -0.9952 -3.3398 -1.3781
*
```

HOMO (alpha / beta): -9.32 / -7.89 eV



Model c:
A single C7H8N2 molecule. Source: the OMol25 dataset; level of theory: the ωB97M-V functional and the def2-TZVPD basis.

ORCA input file:
```
! wB97M-V def2-TZVPD RIJCOSX def2/J DEFGRID3
* xyz 0 1
N 0.9414 0.8276 -1.4457
N -3.2188 1.3989 -0.0958
C 0.8501 -0.3037 1.2155
C -2.2838 0.7431 -0.2590
C -1.1942 -0.1201 -0.5152
C -1.4105 -1.5762 -0.3076
C 1.4763 0.8448 0.9305
C 1.9832 1.0719 -0.4683
C -0.1273 0.4643 -1.0601
H 0.1055 -0.5613 1.8744
H 2.1569 2.1015 -0.6500
H -0.7917 -2.1662 -0.9573
H 2.8355 0.5835 -0.8570
H 1.3338 1.6986 1.5452
H -1.2078 -1.9541 0.8188
H -2.4337 -1.8841 -0.2195
H 0.9852 -1.1685 0.4510
*
```

SMILES string: C=CCN=C=C(C)C#N
HOMO: -8.92 eV



Relative to the most stable one, in kcal/mol, the structures come out at model a 35.2; model b 25.6; model c 0.0.



Model a:
3 unconnected molecules or ions with the total composition C2H4O3. Source: the OMol25 dataset; level of theory: the ωB97M-V functional and the def2-TZVPD basis.

ORCA input file:
```
! wB97M-V def2-TZVPD RIJCOSX def2/J DEFGRID3
* xyz 0 1
O -1.3188 -2.4664 0.1791
O -2.3039 -1.0012 -1.3364
O 1.1387 -1.3417 0.3926
C -1.9164 -1.8453 -0.5997
C 1.8236 0.4361 -0.2314
H 1.3061 1.2993 0.0854
H 1.7457 0.7109 -1.2316
H 2.8752 0.1240 0.2337
H 1.6510 -1.3986 1.2018
*
```

HOMO (alpha / beta): -10.50 / -10.50 eV



Model b:
2 unconnected molecules or ions with the total composition C2H4O3. Source: the OMol25 dataset; level of theory: the ωB97M-V functional and the def2-TZVPD basis.

ORCA input file:
```
! wB97M-V def2-TZVPD RIJCOSX def2/J DEFGRID3
* xyz 0 1
O 2.7140 -0.5054 -1.0113
O -1.0150 0.7883 0.7103
O 2.0048 0.8292 0.7052
C -1.4424 -0.3296 -0.0768
C 2.3393 0.1619 -0.1649
H -0.0267 0.9174 0.5669
H -2.4016 -0.3816 0.1842
H -1.0007 -1.3677 0.2257
H -1.1716 -0.1125 -1.1392
*
```

SMILES string: O=C=O.CO
HOMO: -10.25 eV



Relative to the most stable one, in kcal/mol, the structures come out at model a 65.0; model b 0.0.



Model a:
A single C2H4O3 molecule. Source: the OMol25 dataset; level of theory: the ωB97M-V functional and the def2-TZVPD basis.

ORCA input file:
```
! wB97M-V def2-TZVPD RIJCOSX def2/J DEFGRID3
* xyz 0 1
O 1.4680 0.9321 -0.2483
O -1.4970 -0.7616 -0.5854
O 0.6996 -0.6892 1.0687
C -0.8051 0.4292 -0.4254
C 0.5517 0.2666 0.1730
H 0.0942 -1.5620 0.4864
H -0.3327 0.8312 -1.3173
H -2.3459 -0.5022 0.1941
H -1.2598 1.2086 0.2707
*
```

SMILES string: O=C(O)CO
HOMO: -10.29 eV



Model b:
2 unconnected molecules or ions with the total composition C2H4O3. Source: the OMol25 dataset; level of theory: the ωB97M-V functional and the def2-TZVPD basis.

ORCA input file:
```
! wB97M-V def2-TZVPD RIJCOSX def2/J DEFGRID3
* xyz 0 1
O 0.3229 1.1290 0.6886
O -1.2846 1.0698 2.2923
O 0.0632 -1.5991 -0.5199
C -0.6148 1.6439 1.4785
C 0.5660 -1.6773 -1.6050
H -0.8325 2.7164 1.3499
H 0.7577 -0.7939 -2.2547
H 0.2795 0.1538 0.6973
H 0.7425 -2.6426 -2.1269
*
```

SMILES string: O=CO.C=O
HOMO: -10.47 eV



Model c:
A single C2H4O3 molecule. Source: the OMol25 dataset; level of theory: the ωB97M-V functional and the def2-TZVPD basis.

ORCA input file:
```
! wB97M-V def2-TZVPD RIJCOSX def2/J DEFGRID3
* xyz 0 1
O -2.0263 -0.6454 -0.2959
O 1.4397 0.3144 -0.3837
O -1.1531 1.4050 -0.1180
C 0.2388 -0.5847 0.1005
C -1.1353 0.1527 -0.1186
H 0.4598 -0.8238 1.1843
H 0.0867 -1.3266 -0.5636
H -0.2841 1.7168 0.3813
H 2.3737 -0.2084 -0.1863
*
```

SMILES string: O=C(O)CO
HOMO: -10.49 eV



Relative to the most stable one, in kcal/mol, the structures come out at model a 40.0; model b 0.0; model c 15.0.



Model a:
A single C2H4O3 molecule. Source: the OMol25 dataset; level of theory: the ωB97M-V functional and the def2-TZVPD basis.

ORCA input file:
```
! wB97M-V def2-TZVPD RIJCOSX def2/J DEFGRID3
* xyz 0 1
O -1.5582 0.8469 0.1610
O 1.6809 -0.1341 -0.4765
O -0.0578 -1.5377 -0.1619
C -0.1769 0.8236 0.3265
C 0.6013 -0.4076 0.0725
H 0.1304 1.2227 1.3019
H 0.5644 -2.2133 -0.4749
H 0.7085 1.3140 -0.4245
H -1.8927 0.0855 -0.3242
*
```

SMILES string: O=C(O)CO
HOMO: -9.88 eV



Model b:
2 unconnected molecules or ions with the total composition C2H4O3. Source: the OMol25 dataset; level of theory: the ωB97M-V functional and the def2-TZVPD basis.

ORCA input file:
```
! wB97M-V def2-TZVPD RIJCOSX def2/J DEFGRID3
* xyz 0 1
O 0.8526 0.6407 1.5127
O -1.1470 -0.4214 0.8817
O 1.2597 0.3699 -0.6760
C 1.0903 1.0855 0.3900
C -1.0372 -0.9019 -0.2678
H 0.7221 -0.6422 -0.4904
H 0.9394 2.1551 0.1779
H -1.2311 -1.9747 -0.4252
H -1.4489 -0.3111 -1.1029
*
```

SMILES string: O=CO.C=O
HOMO: -10.50 eV



Relative to the most stable one, in kcal/mol, the structures come out at model a 0.0; model b 27.8.



Model a:
2 unconnected molecules or ions with the total composition CHNO3. Source: the OMol25 dataset; level of theory: the ωB97M-V functional and the def2-TZVPD basis.

ORCA input file:
```
! wB97M-V def2-TZVPD RIJCOSX def2/J DEFGRID3
* xyz 0 1
O -0.3765 2.1784 0.6677
O -0.1042 -0.7574 0.2755
O -0.0732 1.1963 2.6900
N 0.6950 -0.8009 1.1729
C -0.2088 1.7318 1.6953
H 0.5914 -1.6567 1.6358
*
```

SMILES string: O=C=O.N=O
HOMO: -9.81 eV



Model b:
A single CHNO3 molecule. Source: the OMol25 dataset; level of theory: the ωB97M-V functional and the def2-TZVPD basis.

ORCA input file:
```
! wB97M-V def2-TZVPD RIJCOSX def2/J DEFGRID3
* xyz 0 1
O 1.2329 -0.3346 -0.5381
O 0.8868 -0.3818 0.8474
O -1.2614 0.3968 1.2859
N 0.0475 0.3904 -0.8869
C -0.3678 0.1157 0.6189
H -0.5380 -0.1866 -1.3271
*
```

SMILES string: O=c1[nH]oo1
HOMO: -10.80 eV



Model c:
2 unconnected molecules or ions with the total composition CHNO3. Source: the OMol25 dataset; level of theory: the ωB97M-V functional and the def2-TZVPD basis.

ORCA input file:
```
! wB97M-V def2-TZVPD RIJCOSX def2/J DEFGRID3
* xyz 0 1
O 0.9562 1.3313 -0.5961
O -1.5625 0.6477 0.0439
O -1.2272 -1.3212 0.9261
N -0.9098 -0.2976 0.4177
C 0.9659 0.1982 -0.3156
H 1.7775 -0.5585 -0.4759
*
```

HOMO: -9.68 eV



Relative to the most stable one, in kcal/mol, the structures come out at model a 0.0; model b 64.7; model c 57.9.



Model a:
2 unconnected molecules or ions with the total composition C5H7NOS. Source: the OMol25 dataset; level of theory: the ωB97M-V functional and the def2-TZVPD basis.

ORCA input file:
```
! wB97M-V def2-TZVPD RIJCOSX def2/J DEFGRID3
* xyz 0 1
S -0.9765 2.0885 -0.2266
O -0.8640 2.9000 1.0040
N -1.1759 -0.0642 1.3604
C -1.4998 -1.4086 1.2881
C 2.0064 1.4505 -0.7249
C -1.3950 -0.5719 -0.7964
C -1.6282 -1.7352 -0.0359
C -1.1434 0.4184 0.1376
H -1.2839 0.5071 2.3156
H -1.7331 -2.6637 -0.4714
H 1.7138 0.6873 0.0756
H 2.3597 2.4109 -0.6126
H -1.5332 -2.0330 2.2505
H 1.6947 1.1416 -1.6885
H -1.3088 -0.4125 -1.8497
*
```

HOMO (alpha / beta): -8.57 / -7.67 eV



Model b:
A molecular structure, C5H7NOS. Source: the OMol25 dataset; level of theory: the ωB97M-V functional and the def2-TZVPD basis.

ORCA input file:
```
! wB97M-V def2-TZVPD RIJCOSX def2/J DEFGRID3
* xyz 0 1
S -3.2725 -0.3031 -0.2680
O -1.2220 1.3652 -0.2966
N 0.1489 -1.3533 0.3880
C 0.6775 -0.8627 -0.8499
C -0.5932 -0.2059 0.9236
C 0.0096 1.0721 0.3528
C -1.8128 0.2255 0.1088
C 1.1068 0.5131 -0.4888
H 0.3576 1.9251 0.9828
H 1.9513 0.5823 0.2171
H 1.2569 1.3254 -1.3228
H 0.8458 -1.6286 1.1138
H -0.7755 -0.2064 2.0291
H 1.4392 -1.5684 -1.2186
H -0.1175 -0.8802 -1.6713
*
```

HOMO: -8.78 eV



Relative to the most stable one, in kcal/mol, the structures come out at model a 53.9; model b 0.0.



Model a:
A gas-phase ion, C7H13N2O (charge +1). Source: the OMol25 dataset; level of theory: the ωB97M-V functional and the def2-TZVPD basis.

ORCA input file:
```
! wB97M-V def2-TZVPD RIJCOSX def2/J DEFGRID3
* xyz 1 1
O -0.1484 0.6627 2.0102
N 0.2770 2.4218 -1.7672
N 0.7209 0.8481 -0.1554
C -0.6415 -1.7008 0.1895
C -1.3371 2.1084 -0.0966
C 1.8635 -1.6081 -0.0395
C 0.4263 0.0823 1.1305
C -1.6102 -2.3021 0.7845
C -0.0156 1.8244 -0.6545
C 0.6729 -1.3792 0.8526
H -2.4208 -2.7326 0.1560
H -0.6532 -1.6409 -0.8866
H -1.4082 2.6268 0.9241
H -1.9429 2.7019 -0.7653
H 2.5435 -0.9378 0.3128
H 1.7205 0.6576 -0.6022
H -1.8386 1.2182 0.1390
H 2.2812 -2.5598 0.1867
H 1.1724 2.3643 -2.0913
H 1.5492 -1.3041 -1.1188
H -0.2960 3.2613 -2.0867
H 0.6807 -1.8791 1.8478
H -1.5957 -2.7332 1.7306
*
```

SMILES string: C=C[C@@H](C)C(=O)NC(C)=[NH2+]
HOMO: -13.72 eV



Model b:
A molecular structure, C7H13N2O. Source: the OMol25 dataset; level of theory: the ωB97M-V functional and the def2-TZVPD basis.

ORCA input file:
```
! wB97M-V def2-TZVPD RIJCOSX def2/J DEFGRID3
* xyz 1 1
O 1.1218 -2.7807 -0.9653
N 0.2816 0.7284 -1.1774
N -0.5582 -1.9157 0.4625
C 1.1072 1.9405 -1.5657
C -0.1009 -0.3356 2.3565
C -1.8813 0.1757 0.6946
C 0.5088 -2.0521 -0.3093
C 0.5278 -0.0372 -0.0356
C 1.1993 0.6227 -2.3159
C -0.5710 -0.5300 0.9255
H 0.0774 0.6570 2.6618
H -1.6044 1.2555 0.4360
H 0.7762 -0.8750 2.4206
H -0.7437 0.7988 -1.5184
H -1.0038 -2.7889 0.9060
H 1.9765 -0.0850 -2.0911
H 1.3822 0.4125 0.6186
H -2.5201 0.1676 1.6215
H -2.4973 -0.2599 -0.1224
H -0.8534 -0.6643 3.2088
H 0.5337 2.7115 -1.9958
H 0.9429 0.5980 -3.3336
H 1.8988 2.2562 -0.8819
*
```

HOMO: -12.92 eV



Model c:
A molecular structure, C7H13N2O. Source: the OMol25 dataset; level of theory: the ωB97M-V functional and the def2-TZVPD basis.

ORCA input file:
```
! wB97M-V def2-TZVPD RIJCOSX def2/J DEFGRID3
* xyz 1 1
O -2.3941 1.4288 -0.2811
N -0.8274 -0.0964 0.2916
N 1.6823 0.3593 0.2476
C 2.1003 0.0508 -1.1314
C -2.0663 0.2836 -0.0821
C 0.4794 2.6124 0.4007
C -3.0225 -0.8968 -0.4374
C -0.0642 -1.3434 0.4786
C 0.6111 1.2677 0.3765
C 1.2728 -0.8957 0.9701
H -2.6774 -1.7534 -0.0722
H 1.2589 -0.6196 2.0863
H 1.1735 0.0758 -1.8047
H 2.8500 0.5798 -1.5622
H -0.7563 -1.9227 1.0829
H 2.0883 -1.6772 0.8282
H 2.2034 -1.0107 -1.2436
H -3.9004 -0.7243 0.1742
H 0.0457 -1.8758 -0.5362
H 1.3870 3.2862 0.2950
H -3.5195 -0.9322 -1.3243
H 2.5182 0.7844 0.7235
H -0.4426 3.0193 0.5200
*
```

HOMO: -13.12 eV



Relative to the most stable one, in kcal/mol, the structures come out at model a 0.0; model b 48.3; model c 78.4.